No. 1
The following is a quantum chemistry calculation of a 3-piece molecular cluster, C2H10N4S overall in a non-equilibrium geometry, from OMol25.

Last column: natural (NBO) charge in e.
Element x y z (Å)
1 S -5.818 -13.177 1.049  -0.38
2 N 4.174 15.118 2.059  -0.59
3 N -4.477 -15.743 -2.116  0.17
4 N 4.743 14.062 1.553  -0.19
5 N -4.814 -16.120 -1.132  0.41
6 C -4.140 -15.365 -3.342  -0.54
7 C 5.854 14.132 0.955  -0.02
8 H -3.827 -14.280 -3.217  0.32
9 H -6.184 -11.787 0.674  0.20
10 H 6.184 15.184 0.977  0.23
11 H 4.645 16.001 2.222  0.43
12 H 6.185 13.227 0.563  0.25
13 H 3.260 14.978 2.481  0.42
14 H -3.384 -15.959 -3.773  0.31
15 H -4.940 -15.304 -4.069  0.33
16 H -6.516 -13.413 2.164  0.18
17 H 4.086 13.217 1.663  0.47

For the LUMO energy, the calculation gives -6.54 eV. The charge is +2. The HOMO-LUMO gap is 6.74 eV. As for the total energy: -19012.5941 eV. For the maximum force, the calculation gives 6.365 eV/Å.


No. 2
The following is a quantum chemistry calculation of C2H10N4S2 as an isolated structure in a non-equilibrium geometry, from OMol25.

Last column: natural (NBO) charge in e.
Element x y z (Å)
1 S -2.206 -0.740 -1.328  0.12
2 S -0.240 3.663 0.605  0.27
3 N -0.043 0.561 0.473  -0.59
4 N -0.390 -1.460 -0.905  -0.32
5 N 0.008 -2.824 -0.766  -0.60
6 N 1.156 2.594 0.656  -0.66
7 C 1.105 1.257 0.644  0.34
8 C 0.112 -0.910 0.380  -0.04
9 H 1.158 -1.111 0.467  0.25
10 H -0.572 -1.407 1.044  0.23
11 H -0.073 -1.007 -1.824  0.47
12 H -0.565 -3.300 -0.035  0.41
13 H -3.098 -1.845 -0.888  0.23
14 H -1.010 0.944 0.353  0.47
15 H 0.025 -3.342 -1.647  0.43
16 H 2.092 0.823 0.894  0.27
17 H 2.264 3.306 0.828  0.54
18 H 0.275 4.795 1.049  0.18

For the LUMO energy, the calculation gives -8.83 eV. The charge is +2. The HOMO-LUMO gap is 8.08 eV. As for the total energy: -29845.4839 eV. For the maximum force, the calculation gives 5.584 eV/Å.


No. 3
The following is a quantum chemistry calculation of a 2-piece molecular cluster, C2H10N6 overall in a non-equilibrium geometry, from OMol25.

Last column: natural (NBO) charge in e.
Element x y z (Å)
1 N -0.684 0.433 -2.555  -0.81
2 N 1.220 0.773 1.697  -1.14
3 N -1.014 1.061 0.181  -0.83
4 N -0.947 -1.130 1.733  -0.78
5 N 1.134 -0.820 -1.951  -0.73
6 N -0.516 -0.139 -0.313  -0.24
7 C 0.044 -0.257 -1.626  0.57
8 C -0.129 -0.996 0.640  0.34
9 H 0.441 -1.863 0.343  0.20
10 H -0.403 0.287 -3.510  0.41
11 H -1.666 0.566 -2.373  0.40
12 H 0.394 1.252 1.184  0.40
13 H 2.080 0.948 1.189  0.36
14 H -1.005 1.743 -0.572  0.34
15 H 1.689 -1.155 -1.173  0.35
16 H -0.573 -1.664 2.501  0.39
17 H 1.276 1.191 2.617  0.36
18 H -1.341 -0.230 1.988  0.42

For the LUMO energy (spin up / spin down), the calculation gives 0.86 / 0.86 eV. The HOMO-LUMO gap (spin up / spin down) is 7.92 / 7.92 eV. As for the total energy: -11174.4203 eV. For the maximum force, the calculation gives 2.897 eV/Å.